No. 1
ORCA calculation (ωB97M-V with the def2-TZVPD basis set) on a structure of composition C26H25F4N4O2Re.

Values from the calculation:
relative energy (zero: lowest compared OMol25 entry of this formula, charge and spin) = 4.164 eV
molar mass = 687.7 g mol⁻¹
⟨S²⟩ = 0.79
spin multiplicity = 2
gap between HOMO and LUMO (spin up / spin down) = 0.2378 / 0.2479 Ha
net charge = +1
strongest force on any atom = 0.0651 hartree/bohr

```
62
C26H25F4N4O2Re (ωB97M-V with the def2-TZVPD basis set)
H -2.695 5.442 1.995
F -3.549 0.946 0.510
N 1.261 0.729 2.075
H 1.653 -0.983 3.216
H -2.185 3.823 0.206
C -1.738 -3.254 -2.842
C -0.504 -4.003 -2.621
H 3.582 0.923 -0.677
C 1.868 0.132 -2.484
H 3.399 -1.911 1.856
C -1.976 4.653 2.174
F -3.887 -3.513 1.538
C -2.978 -2.707 0.972
H 3.463 2.181 -1.921
C 0.472 -2.523 -0.837
C -2.918 -0.222 0.301
C 0.619 -0.686 -2.744
N 1.638 1.193 -1.458
H 1.213 1.585 3.928
H 2.943 0.235 3.270
N 0.109 -1.161 -1.457
C -1.697 3.763 1.169
C 2.959 1.728 -1.062
Re 0.525 0.165 0.212
H -2.417 -3.666 -3.579
C 0.809 1.606 2.916
C -3.385 -1.298 0.956
H 2.231 0.592 -3.408
H -4.247 -1.099 1.583
C -0.140 2.620 2.632
C -0.455 3.551 3.649
H 2.656 -0.522 -2.107
C -1.356 4.556 3.432
C 0.460 -3.700 -1.751
C 2.944 -0.987 1.497
H -3.046 -1.671 -2.499
H 0.800 3.118 -1.317
C -1.814 -3.207 0.563
H 2.823 2.482 -0.290
N 1.946 -1.260 0.468
C 2.217 -0.259 2.624
H 1.318 -4.358 -1.681
O -0.570 1.884 0.385
H -1.591 5.264 4.213
H -0.147 1.998 -2.278
H 3.724 -0.356 1.070
C -2.097 -2.123 -2.233
H 0.038 3.455 4.609
C -1.852 -0.120 -0.684
C -0.771 2.718 1.373
C -1.312 -1.383 -1.194
H 2.244 -3.306 0.309
O -0.512 -1.351 1.072
F -1.469 -4.492 0.678
C 0.864 2.315 -2.045
H -0.375 -4.897 -3.217
H 0.823 -1.518 -3.421
H -0.164 -0.073 -3.192
C -0.845 -2.211 0.055
H 1.370 2.676 -2.945
F -1.971 0.910 -1.563
C 1.691 -2.421 0.003
```

---

No. 2
ORCA calculation (ωB97M-V with the def2-TZVPD basis set) on a cluster of 2 separate species, C2H6Cl in total.

Values from the calculation:
relative energy (zero: lowest compared OMol25 entry of this formula, charge and spin) = 0.030 eV
molar mass = 65.5 g mol⁻¹
⟨S²⟩ = 0.75
spin multiplicity = 2
gap between HOMO and LUMO (spin up / spin down) = 0.4760 / 0.2850 Ha
strongest force on any atom = 0.0219 hartree/bohr

```
9
C2H6Cl (ωB97M-V with the def2-TZVPD basis set)
Cl -1.558 0.209 2.265
H -1.220 -0.442 0.000
H 0.278 1.329 0.200
H 1.637 0.413 -0.534
C -0.167 -0.633 -0.074
H 0.096 -0.820 0.952
H 0.307 0.869 -1.554
H 0.061 -1.501 -0.717
C 0.566 0.577 -0.537
```

---

No. 3
ORCA calculation (ωB97M-V with the def2-TZVPD basis set) on a structure of composition C37H31N4ReTe.

Values from the calculation:
relative energy (zero: lowest compared OMol25 entry of this formula, charge and spin) = 0.131 eV
molar mass = 845.5 g mol⁻¹
⟨S²⟩ = 0.76
spin multiplicity = 2
gap between HOMO and LUMO (spin up / spin down) = 0.2252 / 0.2313 Ha
net charge = +3
strongest force on any atom = 0.0126 hartree/bohr

```
74
C37H31N4ReTe (ωB97M-V with the def2-TZVPD basis set)
C 1.812 4.175 1.169
C 1.422 -4.734 -1.490
H 3.314 -3.977 -2.172
C -1.557 1.912 4.263
C -1.156 -1.118 -2.629
C -0.169 2.091 4.274
C 2.400 -3.754 -1.640
C -5.068 2.155 -0.140
H -1.067 -3.209 1.509
Te -0.702 0.647 -1.600
H -5.105 0.488 1.213
C 1.107 2.995 0.926
C -0.378 2.990 1.096
C 5.293 -0.441 -1.709
C -0.240 -1.517 -3.594
C 3.080 1.993 0.153
C 3.657 0.803 -0.504
C -1.657 -3.399 -4.091
H 3.714 5.153 1.113
C 0.086 0.101 2.934
H -3.189 0.663 3.656
H 4.854 3.183 0.125
C 3.803 3.134 0.371
H -2.004 -3.306 0.025
C -4.535 1.021 0.463
C -3.092 2.387 -1.496
C 0.276 -4.421 -0.800
H 2.028 -0.698 2.445
H 4.748 -2.440 -2.259
H 1.569 -5.722 -1.905
C 3.195 -1.436 -1.176
H 0.257 2.923 4.819
C 0.956 -0.856 2.217
C 4.909 0.734 -1.070
C -2.119 0.812 3.622
H -0.675 3.670 1.892
H -6.050 2.505 0.148
H -4.771 3.711 -1.590
H -0.834 3.369 0.175
H -2.873 -0.321 0.566
H -2.543 2.916 -2.266
N 2.830 -0.273 -0.575
H 1.716 1.335 3.623
H 1.274 5.032 1.551
H 6.271 -0.504 -2.168
C 3.160 4.244 0.917
C 0.640 1.201 3.602
H -3.501 -3.514 -2.993
C -0.494 -2.674 -4.322
C -2.577 -2.969 -3.141
Re 1.050 -0.150 0.306
H -1.865 -4.284 -4.677
H -1.312 -1.753 0.526
C -1.143 -2.827 0.488
N -3.069 3.669 5.416
N 1.045 -2.196 -0.422
C -4.351 2.834 -1.115
H -0.505 -5.155 -0.655
C -2.408 2.878 4.911
N 1.753 1.891 0.483
H 0.201 -2.986 -5.090
C -2.573 1.255 -0.880
C 4.435 -1.532 -1.766
H 0.648 -0.931 -3.806
C -1.299 -0.093 2.971
C 0.100 -3.140 -0.274
H -3.073 -1.462 -1.696
H 0.710 -1.909 2.338
C -3.277 0.562 0.097
H -1.734 -0.981 2.533
C -2.332 -1.821 -2.400
C 2.189 -2.514 -1.098
H 5.582 1.578 -1.038
H -0.786 2.006 1.307
```

---

No. 4
ORCA calculation (ωB97M-V with the def2-TZVPD basis set) on a cluster of 2 separate species, C3H6OS in total.

Values from the calculation:
relative energy (zero: lowest compared OMol25 entry of this formula, charge and spin) = 5.939 eV
molar mass = 90.1 g mol⁻¹
spin multiplicity = 1
gap between HOMO and LUMO = 0.3373 Ha
strongest force on any atom = 0.1228 hartree/bohr

```
11
C3H6OS (ωB97M-V with the def2-TZVPD basis set)
H 0.100 1.983 0.185
O -1.320 1.338 -0.260
C -0.072 -0.577 0.455
H 0.241 -1.355 1.144
H 2.389 0.563 1.007
H -1.414 -2.158 -0.152
C -0.950 -1.165 -0.471
C -1.344 0.073 0.448
S 1.664 0.082 -0.150
H -1.253 -0.926 -1.628
H -1.925 -0.110 1.341
```

---

No. 5
ORCA calculation (ωB97M-V with the def2-TZVPD basis set) on the molecule C23H19ClFN5O.

Values from the calculation:
relative energy (zero: lowest compared OMol25 entry of this formula, charge and spin) = 0.000 eV
structure (SMILES) = C[C@H](NC(=O)c1cc(Cn2ccnc2)cc(-c2ccc(F)cc2Cl)n1)c1ccccn1
molar mass = 435.9 g mol⁻¹
spin multiplicity = 1
gap between HOMO and LUMO = 0.3220 Ha
strongest force on any atom = 0.0560 hartree/bohr

```
50
C23H19ClFN5O (ωB97M-V with the def2-TZVPD basis set)
C 1.597 0.152 -4.519
H 5.835 2.415 -1.306
N 0.131 -0.011 6.017
H 2.140 -1.830 4.076
C 0.186 -1.361 -0.110
C -4.150 0.476 0.873
H 2.976 -0.804 -3.207
H -1.746 -0.791 5.476
H -2.975 -0.669 -2.154
N -0.998 -0.774 -0.440
C -0.731 -2.051 2.070
C 4.304 3.653 -2.238
C 2.221 0.021 -3.141
C 4.166 1.298 -2.185
C -5.405 0.945 0.417
H 0.320 0.184 -2.239
H -6.121 1.357 1.147
H 2.286 0.074 5.968
H 4.623 0.324 -1.936
H 1.197 -0.835 -4.829
O 2.359 -1.789 -0.900
H 1.281 -2.462 1.373
C 1.399 -0.388 5.586
C -3.268 -0.180 -0.013
C 0.321 -2.032 1.127
H 4.707 4.633 -1.994
C 2.910 1.332 -2.766
N 0.011 -1.623 4.438
C 3.042 3.659 -2.838
F -6.938 1.283 -1.331
Cl -3.805 0.738 2.551
H -1.466 -2.997 3.822
C 1.316 -1.205 -1.080
C -1.946 -1.490 1.671
H -5.125 0.100 -2.865
H 0.796 0.915 -4.535
C -2.029 -0.830 0.412
C 4.882 2.441 -1.846
C 1.341 -1.354 4.602
C -0.521 -2.629 3.478
C -4.859 0.243 -1.806
C -3.613 -0.237 -1.379
H 2.361 0.422 -5.216
H 2.541 4.573 -3.172
N 1.185 -0.392 -2.207
N 2.357 2.517 -3.029
C -0.687 -0.811 5.338
C -5.772 0.801 -0.921
H -2.779 -1.517 2.343
H 0.142 -3.496 3.413
```

---

No. 6
ORCA calculation (ωB97M-V with the def2-TZVPD basis set) on a structure of composition C3H5NO2.

Values from the calculation:
relative energy (zero: lowest compared OMol25 entry of this formula, charge and spin) = 4.175 eV
molar mass = 87.1 g mol⁻¹
spin multiplicity = 1
gap between HOMO and LUMO (spin up / spin down) = 0.2834 / 0.2835 Ha
strongest force on any atom = 0.0127 hartree/bohr

```
11
C3H5NO2 (ωB97M-V with the def2-TZVPD basis set)
C 0.873 -0.142 -0.014
O 1.635 -0.710 -0.742
H -1.927 0.039 0.383
H 1.816 1.790 -0.661
H -1.744 -1.130 -1.063
C 0.385 1.082 0.323
H -0.261 1.241 1.181
O 1.136 2.164 -0.078
N -0.447 -1.366 0.619
H -0.085 -2.187 0.133
C -1.381 -0.781 -0.081
```

---

Number 1: DFT total energy -1852.6729 a.u.. Number 2: DFT total energy -539.9119 a.u.. Number 3: DFT total energy -1992.9237 a.u.. Number 4: DFT total energy -591.1147 a.u.. Number 5: DFT total energy -1796.9515 a.u.. Number 6: DFT total energy -322.4209 a.u..